Computed, not measured: a structure of composition C18H20ClInNP, with the ωB97M-V functional and the def2-TZVPD basis.

```
42
Properties=species:S:1:pos:R:3:mulliken_charge:R:1
In 0.059 -0.211 3.107 0.93
Cl 0.025 1.109 5.107 -0.26
P 0.002 0.394 0.682 0.82
N -0.054 -2.601 3.683 -0.70
C -1.449 4.002 -0.738 -0.66
C -1.198 2.629 -0.638 -0.18
C 3.818 -0.971 -0.012 -0.73
C 1.550 -0.128 -0.171 0.78
C -1.355 -0.559 -0.111 0.71
C 1.753 0.123 -1.542 -0.07
C 2.996 -0.135 -2.125 -0.78
C -2.211 -1.952 -1.895 -0.69
C -3.506 -1.821 -1.386 -0.49
C -0.642 4.920 -0.047 -0.38
C -3.709 -1.129 -0.187 -0.70
C 0.430 4.454 0.728 -0.72
C 4.039 -0.660 -1.359 -0.53
C -1.129 -1.371 -1.237 -0.29
C -2.638 -0.518 0.471 -0.57
C 2.573 -0.731 0.576 -0.33
C -0.216 2.156 0.249 0.62
C 0.668 3.082 0.840 -0.48
H -0.824 5.995 -0.150 0.41
H -0.142 -5.728 -2.610 -0.03
H 0.930 0.505 -2.150 0.54
H -4.348 -2.259 -1.924 0.43
H 1.085 5.176 1.233 0.40
H 1.557 2.703 1.360 0.37
H -1.737 1.925 -1.277 0.38
H -0.813 -2.844 3.044 0.34
H 3.144 0.070 -3.184 0.41
H 5.014 -0.839 -1.815 0.43
H -4.713 -1.053 0.236 0.42
H -2.775 -0.020 1.438 0.34
H -2.030 -2.507 -2.815 0.45
H 4.619 -1.399 0.589 0.41
H 0.824 -2.960 3.311 0.33
H 0.606 -5.690 -2.575 0.03
H 2.398 -0.998 1.631 -0.18
H -0.110 -1.530 -1.583 0.54
H -2.262 4.368 -1.370 0.40
H -0.228 -2.999 4.617 0.29
```

Computed properties:
Maximum force, eV/Å: 3.5
Relative energy (zero: lowest compared OMol25 entry of this formula, charge and spin), kcal/mol: 24.2
E_tot, Eh: -1743.74678
Charge: +2
Multiplicity: 1
HOMO level, eV: -15.4

Computed, not measured: the molecule C5H14BN, with the ωB97M-V functional and the def2-TZVPD basis.

```
21
Properties=species:S:1:pos:R:3:mulliken_charge:R:1
N 0.469 -0.893 -0.182 -0.07
C 1.243 1.400 -0.191 -1.86
C -1.099 0.797 -1.124 -1.81
C -0.772 0.769 1.272 -1.66
C 0.036 0.492 -0.063 1.38
C -0.503 -1.867 -0.761 -1.10
B 1.380 -1.407 0.939 0.30
H -1.208 -0.018 1.818 0.38
H 1.840 -0.651 1.700 -0.10
H -1.459 1.516 1.093 0.45
H 1.837 1.236 -1.136 0.33
H -1.534 -1.651 -0.709 0.35
H -0.695 0.556 -2.035 0.55
H 1.668 -2.573 1.174 -0.08
H 1.715 1.385 0.701 0.51
H -0.320 -2.881 -0.263 0.30
H -1.973 0.154 -1.058 0.37
H -0.339 -1.866 -1.779 0.42
H -0.033 1.151 1.937 0.43
H -1.295 1.937 -1.057 0.42
H 1.041 2.415 -0.275 0.49
```

Computed properties:
Maximum force, eV/Å: 4.6
Relative energy (zero: lowest compared OMol25 entry of this formula, charge and spin), kcal/mol: 70.6
E_tot, Eh: -278.45009
SMILES string: BN(C)C(C)(C)C
Multiplicity: 1
HOMO level, eV: -9.0

Computed, not measured: a structure of composition H12LiO6, with the ωB97M-V functional and the def2-TZVPD basis.

```
19
Properties=species:S:1:pos:R:3:mulliken_charge:R:1
O 1.245 2.068 -0.508 -0.59
O -0.811 -1.898 0.247 -0.66
O 0.063 0.659 2.083 -0.45
O 1.601 -0.743 0.124 -0.55
O -1.861 0.811 -0.144 -0.64
O 0.096 -0.114 -2.241 -0.51
Li 0.083 0.029 0.007 0.58
H 0.547 0.515 2.932 0.27
H -0.857 -1.883 1.285 0.39
H 0.529 1.890 -1.156 0.37
H 2.455 -0.554 0.401 0.26
H -0.664 -2.900 0.080 0.31
H -2.433 1.786 0.018 0.36
H -0.641 0.163 -2.760 0.29
H 1.604 1.110 -0.407 0.45
H 1.504 -1.601 0.469 0.27
H -0.714 0.958 2.443 0.27
H 0.718 -0.433 -3.026 0.28
H -2.472 0.139 0.162 0.31
```

Computed properties:
Maximum force, eV/Å: 5.2
Relative energy (zero: lowest compared OMol25 entry of this formula, charge and spin), kcal/mol: 50.6
E_tot, Eh: -465.98049
Charge: +1
Multiplicity: 1
HOMO level, eV: -14.7